121
Properties=species:S:1:pos:R:3:forces:R:3:mulliken_charge:R:1 method="wB97M-V/def2-TZVPD" total_charge=-2 homo_ev=-0.5 gap_ev=3.921
Rb -0.15624 0.38506 0.05017 -0.049 0.144 -0.495 0.37
C 6.60866 -2.77521 2.71892 -1.255 0.658 1.435 -1.54
C 5.61033 -2.09433 1.83312 -1.471 0.633 0.127 0.97
C 5.71866 -2.14756 0.43705 0.339 -0.485 1.836 -0.99
C 4.91070 -1.49382 -0.40412 -1.493 2.100 -1.418 -0.74
C 3.95359 -0.53812 0.07826 1.013 0.148 -0.498 0.47
N 3.22600 0.24306 -0.73919 -0.207 -0.421 0.198 0.94
C 3.76874 0.91347 -1.77888 -1.613 -0.042 -2.372 0.20
C 4.78787 1.85954 -1.65102 0.561 -0.411 -0.237 -0.74
C 5.18852 2.71911 -2.67145 -0.205 0.183 -0.127 -1.08
C 4.45788 2.79408 -3.87003 0.688 -0.575 1.251 1.27
C 4.75239 3.86861 -4.88048 0.011 -1.542 0.385 -1.75
C 3.48807 1.79832 -4.07756 -0.651 1.093 -0.802 0.17
C 3.16005 0.85286 -3.13193 1.586 0.069 2.219 -1.78
N 2.21447 -0.17071 -3.34920 -2.606 0.855 0.718 0.90
C 2.15923 -1.17809 -4.20908 2.559 -1.542 -1.000 -0.66
C 0.93538 -1.81320 -4.11015 -0.517 -0.919 -1.212 -0.67
C 0.23813 -1.03351 -3.15554 0.682 0.170 -1.176 -0.30
N 0.99557 -0.03905 -2.74285 0.160 0.399 0.675 0.83
C 3.90640 -0.43457 1.48016 -2.022 0.376 1.656 -0.47
C 4.57644 -1.26417 2.37698 2.041 -0.633 -3.179 -0.63
N 2.94213 0.53264 2.06537 -0.545 -2.002 -0.550 0.70
C 2.82961 1.79160 1.64843 0.200 1.106 -0.184 -0.04
C 1.64965 2.33652 2.15820 0.045 -1.912 0.109 -0.51
C 1.06106 1.20353 2.83179 0.353 0.621 0.088 -0.64
N 1.77337 0.09586 2.72347 1.801 0.892 -0.192 -0.55
H 7.29902 -3.42576 2.25793 0.761 -0.587 -1.024 0.41
H 6.08565 -3.40840 3.46965 0.383 0.569 -0.093 0.29
H 7.16507 -1.95923 3.20209 0.102 -0.528 0.349 0.28
H 6.50042 -2.73212 0.06096 1.102 -0.966 -0.692 0.42
H 5.00526 -1.50198 -1.50082 0.124 -0.341 0.548 0.40
H 5.26947 1.78360 -0.69467 0.581 0.463 0.328 0.40
H 6.06730 3.37748 -2.53920 -0.626 -0.260 0.102 0.28
H 5.79164 3.85836 -5.15587 0.609 0.416 0.065 0.38
H 4.37505 4.82639 -4.63228 -0.059 1.086 0.540 0.31
H 4.22947 3.56696 -5.73726 -0.773 -0.203 -1.619 0.47
H 2.86488 1.93871 -4.98074 0.317 -0.655 0.391 0.11
H 3.15999 -1.43702 -4.66799 -1.657 0.138 0.085 0.27
H 0.51679 -2.63629 -4.78530 0.848 1.335 1.274 0.23
H -0.80964 -1.04038 -2.92469 -0.248 -0.133 0.389 0.11
H 4.43869 -1.16140 3.40245 -0.278 0.207 1.664 0.60
H 3.64259 2.16038 1.00108 -0.803 0.103 0.474 0.23
H 1.12712 3.24319 1.92457 0.295 0.379 0.143 0.37
H 0.18790 1.16879 3.47200 -0.156 0.084 -0.439 0.43
N -0.96342 -4.23829 -2.75899 0.349 -0.901 -0.435 0.18
C -2.10966 -4.09583 -3.51250 0.461 0.580 1.727 0.70
C -2.44280 -4.44039 -4.77249 -1.803 -0.409 -1.633 -1.02
C -3.76273 -4.22497 -5.15761 0.020 0.994 1.236 -0.59
C -4.65007 -3.57945 -4.26320 -0.282 -0.129 -1.417 -0.64
C -4.27560 -3.08648 -3.04591 0.272 -0.458 -0.884 -0.57
C -2.99780 -3.42372 -2.67032 0.821 0.355 2.242 0.44
N -2.41904 -3.20790 -1.40087 1.858 -1.050 -0.965 -0.18
C -1.19433 -3.76194 -1.51668 -1.511 1.862 1.039 -0.01
C -0.12956 -3.75372 -0.46623 -0.179 -0.011 -0.025 -0.85
C 0.59846 -4.84466 -0.08770 -0.128 -0.397 -0.509 -0.15
S 1.76122 -4.40861 1.04054 0.895 -0.010 0.727 -0.32
C 1.24167 -2.78805 1.00038 -0.643 0.484 0.137 -0.05
N 0.22975 -2.59912 0.19828 0.010 0.071 -0.375 0.09
H -0.10925 -4.67040 -3.06787 0.047 0.155 0.083 0.29
H -1.82315 -4.90361 -5.48048 1.199 -0.473 -0.648 0.48
H -4.09802 -4.31824 -6.17244 0.044 -0.561 -0.293 0.35
H -5.64560 -3.40249 -4.63420 -0.250 0.229 -0.029 0.36
H -4.88417 -2.39894 -2.52051 -0.549 0.192 0.847 0.51
H 0.57150 -5.88288 -0.38939 -0.332 0.188 -0.210 0.50
H 1.66029 -1.99918 1.65474 -0.268 -0.565 -0.478 0.26
C -2.89195 -1.04354 7.37809 -2.895 -3.920 -1.315 -1.42
Si -2.36087 -1.30353 5.58990 -2.087 1.324 -0.185 0.32
C -3.77961 -2.35912 4.94775 1.086 -2.722 -0.047 -0.25
C -0.75271 -2.11466 5.50705 1.248 -1.575 -1.224 -0.82
C -2.52923 0.43210 4.79008 0.646 0.226 0.538 0.57
C -2.80230 1.54744 5.55518 -0.624 0.775 -0.118 -0.15
C -3.05882 2.80063 4.98610 0.738 -0.490 -1.248 -1.13
C -2.79756 2.90914 3.61285 -0.447 -3.104 2.227 -0.59
N -2.46689 1.88796 2.82335 0.448 -1.115 0.405 0.21
C -2.34431 0.65949 3.39699 -0.131 -0.211 0.213 -0.65
S -1.93351 -0.75915 2.49774 0.099 0.226 -0.340 0.00
H -2.77371 -2.06262 7.87347 -0.146 1.045 -0.433 0.24
H -3.99485 -0.80655 7.45101 1.128 -0.137 -0.210 0.26
H -2.37302 -0.39191 7.91391 2.337 2.998 2.433 0.54
H -3.37223 -3.34529 4.51664 -0.316 1.322 0.444 0.19
H -4.06798 -1.81184 4.08121 -1.035 0.180 -0.524 -0.44
H -4.59131 -2.73341 5.62449 0.515 1.018 -0.485 0.34
H -0.07370 -1.95809 6.31802 0.316 0.209 0.772 0.39
H -0.18723 -1.90315 4.58362 -0.375 0.196 0.254 0.02
H -0.94764 -3.21029 5.43348 0.099 0.543 0.230 0.30
H -2.90133 1.54359 6.62139 -0.086 -0.601 0.590 0.32
H -3.45717 3.60748 5.57732 0.190 0.293 0.024 0.41
H -2.98164 3.73343 3.07855 -0.525 3.537 -1.635 0.72
O -3.84528 -2.86103 1.33586 -0.307 -0.096 0.023 -0.75
H -3.36239 -2.67793 0.52069 0.091 -0.195 -0.353 0.64
H -3.41019 -2.25898 1.96290 0.037 -0.031 0.105 -0.25
Cl -5.88157 0.06995 3.57485 -0.287 -0.150 -0.725 -0.20
C -5.44607 0.09372 1.82650 0.669 -0.304 0.089 0.85
Cl -6.77210 0.51579 0.72819 -0.108 0.102 0.244 -0.24
H -5.03024 -0.86230 1.46610 -0.381 0.242 0.647 0.05
H -4.67167 0.84521 1.78936 0.041 0.249 -0.335 -0.31
Se -0.58601 1.84843 -5.46796 0.357 0.294 -0.765 -0.16
N -1.90412 0.83476 -4.74529 0.074 -0.868 -1.018 -1.04
C -2.05658 1.23868 -3.53323 -1.061 -0.752 2.876 0.25
C -2.75067 0.58059 -2.44092 -0.259 0.493 -0.615 -0.45
C -3.08623 1.35228 -1.26099 -0.492 0.574 0.129 -0.05
C -2.52687 2.57688 -0.97742 0.305 -3.311 -2.888 -0.84
N -1.51362 2.99505 -1.90235 0.838 1.179 0.073 0.45
C -1.32788 2.44063 -3.14539 -0.590 -0.075 0.124 1.04
N -0.51775 2.94580 -4.01017 0.454 0.534 0.103 -0.65
H -3.29879 -0.33628 -2.70470 0.251 0.416 0.396 0.44
H -3.89900 1.02338 -0.57411 0.688 0.043 -0.619 -0.16
H -2.88927 3.24408 -0.28615 -0.520 1.096 1.414 0.40
C -0.95394 4.55528 0.27667 1.105 0.718 0.274 -0.91
Si -0.27192 4.16885 -1.43733 -0.767 0.056 1.291 0.34
C -0.14173 5.79214 -2.35429 0.463 0.346 0.515 -1.24
C 1.44571 3.45396 -1.46813 -0.272 -0.728 -0.717 0.45
H -0.31122 5.22753 0.88326 -0.461 -0.063 -0.397 0.43
H -1.00281 3.64140 0.80992 0.178 -1.181 0.771 -0.13
H -1.99477 4.84977 0.29424 -0.091 0.740 -0.190 0.48
H 0.38503 5.45395 -3.26053 -0.582 0.879 -0.234 0.21
H 0.47607 6.53966 -1.79506 0.002 -0.878 -0.272 0.30
H -1.09623 6.33327 -2.42466 0.112 -0.536 -0.778 0.32
H 2.08303 4.27788 -1.21771 0.697 0.613 -0.038 0.60
H 1.57982 3.16988 -2.53855 0.210 0.246 0.707 -0.23
H 1.78786 2.60523 -0.86061 -0.529 0.117 -0.076 -0.50